{
  "formula": "C4H10N",
  "method": "ωB97M-V/def2-TZVPD",
  "total_charge": 1,
  "e_homo_ev": -12.38,
  "largest_force_ha_per_bohr": 0.0182,
  "relative_energy_kcal_mol": 59.36,
  "species": ["C", "C", "H", "H", "H", "H", "C", "C", "N", "H", "H", "H", "H", "H", "H"],
  "positions_angstrom": [[1.521324, 1.117765, -2.818326], [1.570168, 0.435998, -3.951000], [2.021353, 2.049570, -2.596366], [0.804724, 0.769663, -2.077815], [2.207084, 0.672983, -4.790697], [0.799435, -0.309091, -4.105388], [-0.572184, -1.225108, 1.486409], [-1.745579, 0.191383, 3.047039], [-0.684244, -0.425934, 2.712582], [-1.416207, -1.910529, 1.442787], [-0.691681, -0.547402, 0.640002], [0.366807, -1.761559, 1.444073], [-2.610312, 0.306218, 2.401761], [-1.731922, 0.748293, 3.978708], [0.161238, -0.112246, 3.186236]],
  "forces_ev_per_angstrom": [[-0.5, -0.1, 0.1], [-0.4, 0.4, -0.1], [0.5, -0.2, 0.0], [0.0, 0.2, 0.1], [0.1, 0.1, 0.0], [0.4, -0.4, -0.1], [-0.5, 0.1, -0.5], [0.3, 0.8, 0.4], [-0.3, 0.7, -0.5], [0.2, -0.1, 0.2], [0.4, -0.1, -0.1], [0.1, 0.1, 0.1], [-0.1, -0.8, 0.0], [0.0, 0.1, -0.1], [0.1, -0.8, 0.4]]
}

---

{
  "formula": "C38H31I2MgN6O4S",
  "method": "ωB97M-V/def2-TZVPD",
  "total_charge": -1,
  "e_homo_ev": -4.45,
  "largest_force_ha_per_bohr": 0.0056,
  "relative_energy_kcal_mol": 0.00,
  "species": ["Mg", "C", "C", "C", "C", "N", "C", "N", "C", "N", "C", "N", "C", "C", "C", "C", "C", "N", "C", "C", "C", "C", "C", "C", "H", "H", "H", "H", "H", "H", "H", "H", "H", "H", "H", "H", "I", "C", "C", "C", "I", "C", "C", "C", "C", "N", "C", "C", "O", "H", "H", "H", "H", "C", "C", "O", "C", "C", "H", "H", "H", "H", "H", "H", "H", "H", "H", "H", "O", "C", "O", "C", "C", "C", "C", "S", "C", "C", "H", "H", "H", "H", "H"],
  "positions_angstrom": [[-0.298488, 0.940460, -0.697950], [-1.232148, 5.196305, -1.477143], [-0.207881, 5.977268, -0.950436], [0.870866, 5.349744, -0.374988], [0.928689, 3.946463, -0.335705], [-0.055244, 3.199612, -0.851712], [-1.106893, 3.826457, -1.395223], [2.050307, 3.425892, 0.288870], [2.370374, 2.179325, 0.342066], [1.765782, 1.053119, -0.171457], [2.517890, -0.032183, 0.189628], [2.375751, -1.292132, -0.057524], [1.339779, -1.845618, -0.780971], [1.519441, -3.195032, -1.136110], [0.549474, -3.856621, -1.848671], [-0.612599, -3.172056, -2.190950], [-0.730976, -1.862088, -1.784919], [0.211806, -1.193424, -1.105351], [3.682048, 0.410898, 0.997934], [4.696876, -0.295156, 1.614863], [5.634930, 0.438166, 2.332041], [5.550567, 1.828842, 2.416673], [4.524176, 2.525886, 1.789957], [3.596142, 1.784321, 1.083951], [-2.112191, 5.631436, -1.929143], [-0.261585, 7.058558, -0.981216], [1.691194, 5.895938, 0.067346], [-1.896288, 3.184795, -1.764469], [2.436700, -3.672324, -0.823069], [0.685617, -4.894635, -2.127359], [-1.416953, -3.642021, -2.739774], [-1.630935, -1.302162, -1.992516], [4.739167, -1.373978, 1.546514], [6.441003, -0.075233, 2.841413], [6.293520, 2.369715, 2.989886], [4.435460, 3.602087, 1.856659], [-5.248669, 0.736509, -2.366421], [-3.522083, 0.879506, -3.523429], [-3.612886, 0.942115, -4.921890], [-2.497329, 1.073647, -5.707114], [-2.736437, 1.152941, -7.784887], [-1.210318, 1.158536, -5.113454], [0.013964, 1.308762, -5.802560], [1.187620, 1.385931, -5.105105], [1.156757, 1.311440, -3.700032], [0.040243, 1.167962, -3.034529], [-1.131761, 1.090726, -3.706574], [-2.300396, 0.940563, -2.854685], [-2.149103, 0.872108, -1.589398], [-4.590416, 0.886466, -5.382000], [0.010771, 1.363401, -6.883528], [2.132609, 1.502935, -5.617950], [2.066074, 1.371928, -3.110598], [-0.258744, -3.190159, 2.279374], [-1.304221, -4.002472, 1.551843], [-2.148739, -3.130433, 0.831536], [-3.186819, -3.809860, 0.167129], [-3.978636, -2.815114, -0.651829], [0.351699, -3.837166, 2.912331], [-0.730772, -2.435453, 2.906748], [0.399389, -2.677699, 1.579079], [-1.904715, -4.591000, 2.261949], [-0.832266, -4.713134, 0.855350], [-3.832312, -4.312895, 0.903039], [-2.763368, -4.594752, -0.479910], [-4.311835, -1.988331, -0.024591], [-4.852185, -3.288595, -1.103435], [-3.367968, -2.393671, -1.447445], [-0.197238, -1.591140, 7.541714], [0.655116, -1.389261, 6.495177], [1.803962, -1.724886, 6.618193], [0.090145, -0.726523, 5.299322], [-1.282008, -0.576560, 5.068350], [-1.750243, 0.029879, 3.922413], [-0.872398, 0.542984, 2.947302], [-1.521326, 1.311545, 1.530082], [0.502519, 0.409265, 3.206741], [0.971229, -0.225903, 4.339164], [-1.043280, -1.176441, 7.339761], [-2.018885, -0.980796, 5.757516], [-2.814986, 0.108501, 3.745080], [1.209050, 0.833224, 2.504081], [2.035818, -0.329257, 4.506946]],
  "forces_ev_per_angstrom": [[0.1, 0.3, 0.0], [0.0, 0.0, 0.0], [0.0, 0.0, 0.0], [0.0, 0.0, 0.0], [0.1, -0.1, 0.0], [-0.1, 0.0, 0.1], [0.0, 0.0, 0.0], [0.0, 0.0, -0.1], [-0.1, 0.0, 0.0], [-0.1, 0.0, -0.1], [0.0, -0.1, 0.0], [0.0, 0.0, 0.0], [0.0, 0.0, 0.0], [0.0, 0.0, 0.0], [0.0, 0.0, 0.0], [0.0, 0.0, 0.0], [0.0, 0.0, 0.0], [-0.1, 0.0, 0.1], [0.0, 0.0, 0.0], [0.0, 0.0, 0.0], [0.0, 0.0, 0.0], [0.0, 0.0, 0.0], [0.0, 0.0, 0.0], [0.0, 0.0, 0.0], [0.0, 0.0, 0.0], [0.0, 0.0, 0.0], [0.0, 0.0, 0.0], [0.0, 0.0, 0.0], [0.0, 0.0, 0.0], [0.0, 0.0, 0.0], [0.0, 0.0, 0.0], [0.0, 0.0, 0.0], [0.0, 0.0, 0.0], [0.0, 0.0, 0.0], [0.0, 0.0, 0.0], [0.0, 0.0, 0.0], [0.0, 0.0, 0.0], [0.0, 0.0, 0.0], [0.0, 0.0, 0.0], [0.0, 0.0, 0.0], [0.0, 0.0, 0.0], [0.0, 0.0, 0.0], [0.0, 0.0, 0.0], [0.0, 0.0, 0.0], [0.0, 0.0, 0.0], [0.0, -0.1, 0.1], [0.0, 0.0, 0.1], [0.1, 0.0, 0.0], [0.0, 0.0, 0.0], [0.0, 0.0, 0.0], [0.0, 0.0, 0.0], [0.0, 0.0, 0.0], [0.0, 0.0, 0.0], [0.0, 0.0, 0.0], [0.0, 0.0, 0.0], [0.0, 0.0, 0.0], [0.0, 0.0, 0.0], [0.0, 0.0, 0.1], [0.0, 0.0, 0.0], [0.0, 0.0, 0.0], [0.0, 0.0, 0.0], [0.0, 0.0, 0.0], [0.0, 0.0, 0.0], [0.0, 0.0, 0.0], [0.0, 0.0, 0.0], [0.0, 0.0, 0.0], [0.0, 0.0, 0.0], [0.0, 0.0, 0.0], [0.0, 0.0, 0.0], [0.1, 0.2, 0.1], [0.0, -0.1, 0.0], [0.0, -0.1, 0.0], [0.1, -0.1, 0.0], [0.0, 0.0, 0.0], [0.0, 0.0, 0.0], [0.0, -0.1, -0.1], [0.1, 0.0, 0.0], [0.0, 0.0, 0.0], [0.0, 0.0, 0.0], [0.0, 0.0, 0.0], [0.0, 0.0, 0.0], [0.0, -0.1, 0.0], [0.0, 0.0, 0.0]]
}

---

{
  "formula": "CH6N2",
  "method": "ωB97M-V/def2-TZVPD",
  "total_charge": 0,
  "e_homo_ev": -9.03,
  "smiles": "NCN",
  "largest_force_ha_per_bohr": 0.0786,
  "relative_energy_kcal_mol": 22.45,
  "species": ["N", "C", "N", "H", "H", "H", "H", "H", "H"],
  "positions_angstrom": [[1.278321, 0.493865, 0.189886], [-0.131878, 0.312889, -0.246164], [-1.067366, -0.796418, -0.065434], [1.191598, 0.306599, 1.221326], [1.996490, -0.157800, -0.215131], [-0.822841, 1.117889, 0.127072], [-0.205890, 0.478747, -1.333637], [-1.979261, -0.391799, -0.079828], [-0.865512, -1.113086, 0.886018]],
  "forces_ev_per_angstrom": [[-1.6, -1.8, 1.6], [-1.4, 2.8, -2.5], [2.2, -2.3, 1.3], [1.0, 0.3, -1.2], [-1.4, 0.6, 0.5], [1.9, 0.6, 0.2], [0.7, 0.1, 0.2], [-0.6, 0.1, 0.2], [-0.8, -0.4, -0.1]]
}

---

{
  "formula": "C22H33NO3P",
  "method": "ωB97M-V/def2-TZVPD",
  "total_charge": 1,
  "e_homo_ev": -10.77,
  "largest_force_ha_per_bohr": 0.0938,
  "species": ["C", "C", "P", "C", "N", "C", "C", "O", "C", "C", "C", "C", "O", "C", "O", "H", "H", "H", "H", "H", "H", "H", "H", "H", "H", "H", "H", "H", "H", "H", "H", "H", "H", "H", "H", "H", "C", "C", "C", "C", "C", "C", "H", "H", "H", "H", "H", "H", "C", "C", "C", "C", "C", "C", "H", "H", "H", "H", "H", "H"],
  "positions_angstrom": [[-1.503824, 0.831896, 0.867355], [0.085796, 0.768937, 0.648063], [1.027661, 2.151116, 1.594329], [1.799096, 3.198245, 0.223104], [2.256793, 1.247264, 2.545412], [1.386784, 0.578325, 3.615744], [1.835600, 1.074991, 5.098331], [2.692177, 0.129030, 5.813719], [2.569493, 2.490671, 4.721794], [3.276975, 1.978922, 3.357839], [4.378232, 2.894923, 2.643051], [5.825100, 2.166942, 2.791463], [5.853777, 0.865242, 2.161522], [5.741368, 0.952946, 0.750743], [4.717412, 0.419498, 0.240567], [-2.056154, 1.463494, 0.084734], [-1.929066, -0.235211, 0.744814], [-1.707591, 1.157210, 1.939907], [0.270407, 0.922802, -0.482013], [0.483916, -0.278072, 0.935302], [1.070782, 3.559456, -0.572000], [2.659060, 2.599384, -0.269976], [2.327483, 4.081318, 0.748771], [2.583280, 0.431909, 1.997383], [0.368788, 1.120989, 3.514970], [1.147235, -0.529447, 3.488534], [1.012443, 1.285267, 5.856426], [3.005850, 0.539111, 6.648932], [1.821812, 3.354961, 4.643550], [3.483514, 2.703070, 5.385151], [3.918849, 1.109849, 3.774446], [4.229378, 3.050259, 1.524630], [4.400626, 3.931131, 3.127461], [6.075088, 2.138496, 3.902683], [6.585294, 2.844860, 2.246782], [6.502164, 1.454603, 0.060279], [-4.756483, -0.356343, -3.731952], [-3.577289, -0.752285, -3.109297], [-2.673499, 0.204054, -2.657736], [-2.953887, 1.557801, -2.820309], [-4.135020, 1.953654, -3.439740], [-5.034453, 0.997042, -3.899493], [-5.459473, -1.102367, -4.087081], [-3.362126, -1.807239, -2.976664], [-1.750368, -0.105274, -2.178017], [-2.251114, 2.304340, -2.463834], [-4.354303, 3.008880, -3.565079], [-5.952502, 1.305750, -4.387236], [-4.790929, -5.313500, -4.401974], [-4.324761, -4.498434, -3.375490], [-3.030175, -4.659540, -2.891559], [-2.198013, -5.630045, -3.441363], [-2.663095, -6.442542, -4.470414], [-3.960647, -6.287557, -4.948046], [-5.801401, -5.189981, -4.776745], [-4.971738, -3.737057, -2.951374], [-2.668986, -4.028179, -2.086290], [-1.187030, -5.752653, -3.067491], [-2.013701, -7.198098, -4.900109], [-4.324604, -6.924812, -5.746508]],
  "forces_ev_per_angstrom": [[0.0, -0.9, 0.3], [0.1, -0.5, -1.0], [-2.5, 1.9, -1.5], [2.4, -0.5, 0.2], [-0.3, -2.0, 0.3], [-2.6, 0.4, 2.4], [0.7, 1.1, 0.7], [-0.1, 1.0, -1.1], [0.7, -1.6, -1.1], [2.4, -0.1, 1.5], [0.2, -0.4, -0.3], [0.0, 2.3, -0.3], [0.0, 1.2, -1.4], [-4.1, -2.2, -0.9], [4.0, 2.1, 1.8], [1.0, -0.7, 1.4], [0.7, 1.7, 0.2], [-0.1, -0.2, -1.5], [0.1, -0.4, 1.8], [-0.6, 1.6, -0.5], [0.7, -0.6, 1.3], [-1.4, 0.9, 0.4], [-1.1, -1.2, -1.0], [1.0, 0.8, 0.1], [1.4, -1.0, 0.2], [1.0, 1.5, 0.0], [0.3, -0.3, -1.8], [-0.5, -0.2, -0.8], [1.3, -1.2, 0.0], [-1.8, -0.1, -0.6], [-1.1, 1.2, -0.6], [-0.2, -0.2, 1.5], [0.1, -1.5, -0.6], [-0.1, -0.6, -1.6], [-1.0, -0.9, 1.1], [-0.5, -0.5, 1.5], [0.1, 0.1, 0.0], [0.0, 0.0, 0.0], [-0.1, 0.1, 0.0], [-0.1, -0.1, 0.0], [0.0, 0.0, 0.0], [0.1, 0.0, 0.1], [0.1, 0.1, 0.0], [0.0, 0.1, -0.1], [0.0, 0.0, 0.0], [0.0, 0.0, -0.1], [0.0, -0.1, 0.0], [0.1, 0.0, 0.0], [0.1, 0.0, 0.0], [0.0, 0.0, 0.0], [0.0, -0.1, -0.1], [-0.1, 0.0, 0.0], [0.0, 0.0, 0.0], [0.0, 0.1, 0.1], [0.1, 0.0, 0.0], [0.0, -0.1, 0.0], [0.0, -0.1, 0.0], [-0.1, 0.0, 0.0], [-0.1, 0.1, 0.0], [0.0, 0.1, 0.1]]
}

---

{
  "formula": "C18H50AsN3O4RuS3Si4",
  "method": "ωB97M-V/def2-TZVPD",
  "total_charge": 1,
  "e_homo_ev": [-9.12, -10.75],
  "spin_multiplicity": 6,
  "largest_force_ha_per_bohr": 0.0064,
  "relative_energy_kcal_mol": 0.00,
  "species": ["Ru", "N", "N", "C", "O", "O", "H", "H", "H", "C", "As", "C", "C", "O", "H", "H", "H", "H", "H", "H", "H", "H", "H", "C", "Si", "C", "C", "Si", "Si", "C", "C", "C", "Si", "C", "C", "C", "H", "H", "H", "H", "H", "H", "H", "H", "H", "H", "H", "H", "H", "H", "H", "H", "H", "H", "H", "H", "H", "H", "H", "H", "H", "H", "H", "C", "S", "C", "O", "H", "H", "H", "H", "H", "H", "S", "C", "N", "C", "C", "S", "H", "H", "H", "H", "H"],
  "positions_angstrom": [[0.275542, -0.271922, 0.840264], [0.086296, 0.198525, 3.190299], [1.390866, 0.349427, 3.664409], [2.457619, 0.517782, 2.770608], [3.541412, 0.825283, 3.236698], [2.213120, 0.258640, 1.525628], [-0.487158, 1.029419, 3.288582], [-0.387125, -0.582236, 3.633469], [1.539517, 0.701607, 4.597775], [-1.412764, 3.832994, 2.517191], [0.092566, 3.464478, 1.376687], [0.126110, 4.837376, 0.039766], [1.702597, 3.643618, 2.412359], [-0.060456, 1.959173, 0.685416], [-1.323657, 4.829968, 2.946247], [-1.470653, 3.093990, 3.314493], [-2.315798, 3.769314, 1.911937], [0.058147, 5.816179, 0.511899], [-0.718559, 4.685388, -0.627782], [1.055035, 4.755064, -0.520721], [1.965472, 4.698359, 2.484491], [2.502768, 3.099535, 1.911440], [1.563744, 3.237928, 3.412564], [-0.751567, -2.572820, -4.151701], [-0.311771, -2.557674, -2.318488], [-1.678251, -3.497336, -1.416862], [1.296552, -3.509492, -2.071751], [-0.241150, -0.313878, -1.584810], [-2.024977, 0.826032, -2.618953], [-3.523082, -0.313910, -2.776111], [-2.497370, 2.331317, -1.587985], [-1.631144, 1.426403, -4.353014], [1.908836, 0.527353, -2.196160], [3.331390, -0.514340, -1.543620], [1.986608, 0.419607, -4.078567], [2.222664, 2.311145, -1.696138], [-0.909698, -3.604850, -4.475493], [0.038013, -2.145199, -4.769852], [-1.670989, -2.020005, -4.351270], [-1.763204, -4.515472, -1.802268], [-2.647164, -3.010516, -1.544811], [-1.469701, -3.571621, -0.346378], [1.068162, -4.563166, -1.896847], [1.882381, -3.154200, -1.224950], [1.919947, -3.450077, -2.966519], [-3.578913, -1.079809, -2.005811], [-3.514394, -0.812731, -3.747281], [-4.438459, 0.281609, -2.723012], [-2.476972, 2.098317, -0.521354], [-3.491015, 2.687923, -1.869398], [-1.784846, 3.137432, -1.772281], [-1.387149, 0.614897, -5.038268], [-0.824515, 2.159825, -4.383204], [-2.534570, 1.919839, -4.726276], [3.298598, -1.535331, -1.920342], [3.373935, -0.529321, -0.454461], [4.259574, -0.058068, -1.900510], [1.998744, -0.614630, -4.422748], [2.917783, 0.888656, -4.409879], [1.159171, 0.930879, -4.569970], [2.151693, 2.427013, -0.614865], [1.514000, 2.987852, -2.179248], [3.230979, 2.587882, -2.013378], [-4.714591, 0.044387, 1.556467], [-3.229329, -0.759753, 0.962841], [-3.490288, -2.349510, 1.744538], [-2.101814, -0.105228, 1.730132], [-4.703397, 0.043211, 2.645270], [-5.585838, -0.486669, 1.174782], [-4.709957, 1.062247, 1.172252], [-4.282672, -2.871376, 1.208278], [-3.747546, -2.213758, 2.793994], [-2.559180, -2.906747, 1.653863], [0.492084, -2.784544, 1.545729], [1.713502, -2.841443, 2.718115], [2.945223, -2.396405, 2.570176], [3.792699, -2.382421, 3.767747], [3.216375, -3.456508, 4.684130], [1.444598, -3.542730, 4.275747], [3.136107, -1.776079, 1.791289], [3.762355, -1.386458, 4.210494], [4.819515, -2.615160, 3.492418], [3.345892, -3.210539, 5.734281], [3.653515, -4.433974, 4.488608]],
  "forces_ev_per_angstrom": [[-0.2, 0.3, 0.0], [-0.1, 0.0, 0.1], [0.0, 0.0, 0.0], [0.0, -0.1, 0.0], [0.0, 0.0, 0.0], [0.1, 0.0, 0.0], [0.0, 0.0, 0.0], [0.1, 0.0, 0.0], [0.0, 0.0, 0.0], [0.0, 0.0, -0.1], [0.1, 0.1, 0.0], [0.0, -0.1, 0.0], [0.0, 0.0, 0.0], [-0.1, 0.0, 0.1], [0.0, 0.0, 0.0], [0.0, 0.0, 0.0], [0.0, 0.0, 0.0], [0.0, 0.0, 0.0], [0.0, 0.0, 0.0], [0.0, 0.0, 0.0], [0.0, 0.0, 0.0], [0.0, 0.0, 0.0], [0.0, 0.0, 0.0], [0.0, 0.0, 0.1], [-0.1, -0.3, -0.1], [0.0, 0.2, 0.1], [0.0, 0.1, 0.0], [0.0, 0.0, -0.3], [0.0, 0.0, 0.1], [0.0, 0.1, 0.0], [0.0, -0.1, 0.0], [-0.1, 0.1, 0.1], [0.1, -0.1, -0.1], [0.0, 0.1, 0.0], [0.0, 0.1, 0.1], [-0.1, -0.1, 0.0], [0.0, 0.0, 0.0], [0.0, 0.0, 0.0], [0.0, 0.0, 0.0], [0.0, 0.0, 0.0], [0.0, 0.0, 0.0], [0.0, 0.0, 0.0], [0.0, 0.0, 0.0], [0.0, 0.0, 0.0], [0.0, 0.0, 0.0], [0.0, 0.0, 0.0], [0.0, 0.0, 0.0], [0.0, 0.0, 0.0], [0.0, 0.0, 0.0], [0.0, 0.0, 0.0], [0.0, 0.0, 0.0], [0.0, 0.0, 0.0], [0.0, 0.0, 0.0], [0.0, 0.0, -0.1], [0.0, 0.0, 0.0], [0.0, 0.0, 0.0], [0.0, 0.0, 0.0], [0.0, -0.1, 0.0], [0.0, 0.0, 0.0], [0.0, 0.0, 0.0], [0.0, 0.0, 0.0], [0.0, 0.0, 0.0], [0.0, 0.0, 0.0], [0.0, 0.0, -0.1], [-0.1, -0.1, 0.0], [0.0, 0.0, 0.0], [0.2, -0.1, 0.0], [0.0, 0.0, 0.0], [0.0, 0.0, 0.0], [0.0, 0.0, 0.0], [0.0, 0.0, 0.0], [0.0, 0.0, 0.0], [0.0, 0.0, 0.0], [0.0, 0.0, 0.1], [0.1, 0.0, 0.0], [-0.1, 0.0, 0.1], [0.0, 0.0, -0.1], [0.0, 0.0, 0.0], [0.0, 0.0, 0.1], [0.1, 0.0, -0.1], [0.0, 0.0, 0.0], [0.0, 0.0, 0.0], [0.0, 0.0, 0.0], [0.0, 0.0, 0.0]]
}